Density functional theory data (the ωB97M-V functional and the def2-TZVPD basis) for 5 unconnected molecules or ions with the total composition C33H63BN2O16S4.

```
! RIJCOSX wB97M-V def2-TZVPD def2/J DEFGRID3
* xyz 0 1
S -2.175 7.061 5.564
S -2.879 -1.195 -5.941
S 4.604 1.063 0.928
S 2.620 3.633 6.448
O -1.546 6.996 4.278
O -2.798 -1.882 -7.193
O 3.177 1.201 0.999
O 5.169 -0.110 0.336
O -3.210 -5.566 -3.546
O -2.622 -1.228 1.867
O 3.883 4.234 6.137
O -4.687 -0.669 0.874
O -1.395 6.829 6.741
O -3.433 6.097 5.561
O -1.747 -1.208 -5.059
O -4.958 -1.798 -2.033
O 2.452 2.223 6.256
O 1.474 4.415 5.688
O -3.309 0.315 -6.186
O 5.218 1.282 2.369
N -4.433 -4.031 -2.322
N 0.087 -1.613 1.642
C 1.554 -3.228 -1.716
C -1.898 -1.620 -1.186
C -3.036 8.583 5.735
C -3.216 4.724 5.147
C 4.733 0.461 3.462
C 5.295 2.490 0.169
C 1.593 4.579 4.256
C -0.537 -6.564 -1.690
C 2.130 4.061 8.081
C -0.512 -1.847 -1.178
C -2.119 -3.806 -2.250
C -3.232 -4.633 -2.789
C 2.345 -0.484 -3.536
C 1.689 -1.819 -3.931
C -1.131 -7.800 -2.392
C -2.500 3.894 6.191
C 0.051 -3.048 -1.683
C 2.194 -3.012 -3.107
C -0.761 -4.074 -2.200
C 1.393 0.722 -3.595
C -4.318 -1.698 -5.068
C -2.537 -0.399 -0.575
C -4.130 -2.675 -2.008
C -1.919 1.062 -8.085
C 0.701 -6.942 -0.878
C 0.885 -1.111 0.798
C -0.245 -5.411 -2.685
C -2.669 -2.624 -1.764
C 1.844 1.847 -2.649
C 0.431 -0.804 -0.611
C 1.295 3.293 3.512
C 5.264 -0.956 3.399
C -2.285 1.236 -6.626
B -3.310 -0.796 0.775
H 1.925 -2.033 -4.977
H 0.859 5.341 4.000
H 1.782 -4.247 -1.399
H 0.601 -1.719 -3.889
H -0.729 -5.623 -3.639
H -2.719 2.218 -6.451
H 2.582 4.966 4.010
H -2.279 9.358 5.829
H -3.642 8.746 4.848
H -0.785 -7.876 -3.424
H 0.435 -7.645 -0.086
H -1.474 4.232 6.336
H 3.642 0.480 3.482
H 1.290 1.070 -4.623
H 1.593 2.838 -3.033
H 4.973 -1.491 4.303
H 1.309 -0.723 -1.244
H -1.290 -6.199 -0.983
H -1.236 1.857 -8.384
H 2.770 -0.567 -2.529
H -2.476 2.852 5.868
H -0.043 0.174 -0.542
H 0.828 -5.341 -2.858
H 1.278 3.477 2.438
H -1.771 0.345 -0.368
H -3.649 8.538 6.631
H 3.268 -2.868 -2.942
H 4.873 -1.497 2.538
H -2.810 1.107 -8.711
H -1.433 0.104 -8.264
H 4.874 3.375 0.638
H 1.149 -6.071 -0.390
H 5.083 0.960 4.362
H 2.047 2.532 3.711
H 2.039 -2.580 -0.988
H 0.403 0.390 -3.261
H 5.020 2.448 -0.883
H 2.103 -3.913 -3.718
H -3.015 3.955 7.149
H -4.375 -1.142 -4.141
H 1.100 3.751 8.228
H -2.218 -7.730 -2.427
H 3.184 -0.271 -4.206
H 6.351 -0.955 3.324
H -4.206 -2.766 -4.885
H -5.189 -4.141 -2.990
H 1.349 1.749 -1.682
H 6.374 2.457 0.284
H 0.328 2.891 3.816
H -2.680 4.725 4.196
H -5.191 -1.519 -5.690
H 2.922 1.779 -2.488
H 0.527 -1.722 2.553
H 1.459 -7.395 -1.522
H -5.142 -1.509 0.773
H -0.870 -8.709 -1.848
H 1.909 -0.829 1.059
H -3.247 0.043 -1.277
H -1.415 1.133 -5.975
H -1.690 -1.462 1.678
H -4.217 4.342 4.964
H 2.240 5.134 8.208
H 2.792 3.524 8.756
*
```

Calculated values
* relative energy (zero: lowest compared OMol25 entry of this formula, charge and spin): 0.0 kcal per mole
* HOMO level: -8.830 eV
* gap between HOMO and LUMO: 8.7 eV
* E: -4226.2957 Eh
* structure (SMILES): [H]/N=C/Cc1c(CCCCCC)c(CC(C)C)c2c(c1CB(O)O)C(=O)NC2=O.CCOS(C)(=O)=O.CCOS(C)(=O)=O.CCOS(C)(=O)=O.CCOS(C)(=O)=O